Record 1
Here is a cluster of 2 separate species, C4H10N2OS in total at a distorted geometry from OMol25. Energies are from ωB97M-V/def2-TZVPD.

Energy = -20167.4383 eV
Orbital gap (spin up / spin down) = 7.13 / 7.62 eV
LUMO (spin up / spin down) = -0.0359 / -0.0234 hartree

Each line ends with the Mulliken charge.
CARTESIAN COORDINATES (ANGSTROEM)
C -0.72 0.50 1.77  -0.69
C -1.98 -0.25 1.45  -0.42
C -0.96 -0.38 0.47  0.17
C -1.06 0.33 -0.73  -0.99
N 2.31 1.11 -2.17  -0.71
N 2.00 -1.28 -0.90  -0.41
O 1.94 1.07 0.38  -0.54
S 1.58 0.49 -0.90  0.81
H -0.59 1.55 1.78  0.30
H 0.04 -0.03 2.35  0.23
H -2.08 -1.23 2.02  0.24
H -2.80 0.47 1.28  0.26
H -0.56 -1.38 0.32  0.42
H -1.31 1.41 -0.60  0.28
H -1.37 -0.08 -1.65  0.39
H 1.67 1.17 -2.97  0.23
H 1.73 -1.82 -0.13  0.20
H 2.17 -1.67 -1.77  0.20


Record 2
Here is a cluster of 2 separate species, C4H10N2OS in total at a distorted geometry from OMol25. Energies are from ωB97M-V/def2-TZVPD.

Energy = -20169.5240 eV
Orbital gap = 5.47 eV
LUMO = -0.1127 hartree

Each line ends with the Mulliken charge.
CARTESIAN COORDINATES (ANGSTROEM)
N -1.37 -2.18 3.86  -0.65
C 0.25 -0.04 -0.61  -0.45
C -0.75 -1.06 -0.30  -0.35
S -0.07 -2.27 0.83  -0.30
C -0.16 1.32 -0.73  0.62
N 0.77 2.21 -1.29  -0.23
C 1.88 1.67 -2.09  -0.85
O -1.25 1.77 -0.41  -0.59
H -1.41 -1.33 3.30  0.24
H -1.02 -2.88 3.23  0.21
H -2.31 -2.37 4.20  0.21
H 1.26 -0.42 -0.45  0.28
H -1.08 -1.64 -1.16  0.31
H -1.59 -0.45 0.11  0.33
H 0.35 3.07 -1.60  0.28
H 1.52 0.97 -2.86  0.31
H 2.39 2.50 -2.58  0.35
H 2.59 1.14 -1.46  0.27


Record 3
Here is an isolated molecule of C4H10N2OS at a distorted geometry from OMol25. Energies are from ωB97M-V/def2-TZVPD.

Energy = -20167.3936 eV
Orbital gap (spin up / spin down) = 7.87 / 7.96 eV
LUMO (spin up / spin down) = -0.0407 / -0.0123 hartree

Each line ends with the Mulliken charge.
CARTESIAN COORDINATES (ANGSTROEM)
C 2.85 -0.29 0.97  -0.70
C -1.71 0.54 0.06  -0.60
C -0.51 1.36 -0.47  -0.76
C -1.58 -0.91 -0.39  -0.38
N 0.69 1.16 0.33  -0.40
N -0.77 -1.85 0.37  -0.58
O 2.15 -0.11 -1.54  -0.60
S 1.66 -0.30 -0.19  0.63
H 3.83 -0.49 0.72  0.37
H 2.51 -0.65 1.94  0.27
H -1.57 0.58 1.09  0.37
H -2.72 0.99 -0.10  0.33
H -0.46 1.10 -1.51  0.42
H -0.59 2.45 -0.36  0.32
H -2.56 -1.35 -0.38  0.43
H -1.33 -0.85 -1.51  0.29
H 0.33 0.93 1.31  0.29
H -0.22 -2.30 -0.34  0.31


Record 4
Here is the ion C4H10N2OS with charge +1 at a distorted geometry from OMol25. Energies are from ωB97M-V/def2-TZVPD.

Energy = -20163.3529 eV
2S+1 = 2
Orbital gap (spin up / spin down) = 9.95 / 4.50 eV
Charge = +1
LUMO (spin up / spin down) = -0.1286 / -0.3281 hartree
<S²> = 0.756

Each line ends with the Mulliken charge.
CARTESIAN COORDINATES (ANGSTROEM)
N 0.37 0.98 -1.76  -0.42
C 0.08 0.40 -0.44  -0.18
C 0.52 1.45 0.58  -0.68
S -0.11 3.15 0.24  0.21
C 0.68 -0.87 -0.06  0.28
N 0.04 -1.85 0.66  -0.16
C -1.43 -1.82 0.85  -0.80
O 1.86 -1.03 -0.35  -0.61
H 0.83 3.43 -0.50  0.24
H 1.36 0.82 -2.01  0.31
H -0.28 0.75 -2.47  0.25
H -0.99 0.29 -0.42  0.55
H 0.32 1.02 1.64  0.41
H 1.69 1.43 0.52  0.40
H 0.60 -2.75 0.85  0.31
H -1.91 -2.22 -0.10  0.30
H -1.88 -0.80 1.10  0.24
H -1.76 -2.41 1.65  0.35


Record 5
Here is a cluster of 2 separate species, C4H10N2OS in total at a distorted geometry from OMol25. Energies are from ωB97M-V/def2-TZVPD.

Energy = -20160.7758 eV
2S+1 = 2
Orbital gap (spin up / spin down) = 6.40 / 6.38 eV
Charge = +1
LUMO (spin up / spin down) = -0.2982 / -0.2971 hartree
<S²> = 0.760

Each line ends with the Mulliken charge.
CARTESIAN COORDINATES (ANGSTROEM)
N 0.30 1.86 -0.71  -0.41
C 0.33 0.95 0.36  0.19
C 1.56 0.79 1.22  -0.59
S 3.08 0.79 0.25  0.08
C -0.83 0.15 0.53  0.44
N -0.64 -1.23 0.96  -0.25
C 0.37 -1.96 0.13  -0.82
O -1.96 0.52 0.28  -0.42
H 1.11 1.59 -1.27  0.34
H 0.39 2.83 -0.40  0.33
H -3.61 0.34 -3.21  0.14
H 1.54 1.62 1.95  0.38
H 1.50 -0.21 1.60  0.43
H -3.45 0.08 -2.54  -0.14
H -1.56 -1.67 0.97  0.34
H 0.80 -2.75 0.75  0.28
H 1.19 -1.30 -0.13  0.33
H -0.11 -2.40 -0.74  0.33


Record 6
Here is an isolated molecule of C4H10N2S at a distorted geometry from OMol25. Energies are from ωB97M-V/def2-TZVPD.

Energy = -18123.5177 eV
Orbital gap = 8.93 eV
SMILES string = CCN1CCNS1
LUMO = 0.0306 hartree

Each line ends with the Mulliken charge.
CARTESIAN COORDINATES (ANGSTROEM)
C 2.18 -1.26 -0.11  -1.21
C 1.25 -0.05 -0.18  -0.08
N 0.11 -0.01 0.70  -0.19
C -0.66 1.16 0.64  -0.49
C -1.78 0.88 -0.43  -0.53
N -2.30 -0.42 -0.12  -0.41
S -1.03 -1.44 0.32  -0.04
H 2.65 -1.45 0.86  0.30
H 1.50 -2.29 -0.28  0.22
H 2.94 -1.33 -0.86  0.38
H 1.90 0.86 -0.07  0.34
H 1.16 -0.06 -1.32  0.16
H -0.06 2.07 0.38  0.31
H -1.13 1.33 1.62  0.29
H -2.58 1.56 -0.57  0.40
H -1.30 0.80 -1.42  0.24
H -2.85 -0.37 0.84  0.31


Record 7
Here is an isolated molecule of C4H10N2Si at a distorted geometry from OMol25. Energies are from ωB97M-V/def2-TZVPD.

Energy = -15165.1645 eV
Orbital gap = 9.00 eV
SMILES string = C=N/C=C/N(C)[SiH3]
LUMO = 0.0258 hartree

Each line ends with the Mulliken charge.
CARTESIAN COORDINATES (ANGSTROEM)
C -3.60 0.46 -0.96  -0.24
N -2.43 0.94 -0.68  -0.41
C -1.35 0.13 -0.31  -0.33
C -0.21 0.71 0.08  -0.04
N 1.12 -0.01 0.35  0.20
C 1.05 -1.47 0.15  -0.95
Si 2.64 0.70 0.73  0.16
H -4.34 1.11 -1.51  0.25
H -3.88 -0.69 -0.93  0.19
H -1.34 -0.97 -0.20  0.17
H -0.02 1.75 0.15  0.36
H 0.95 -1.88 -0.90  0.29
H 2.06 -1.79 0.53  0.21
H 0.24 -1.86 0.65  0.39
H 3.24 1.76 -0.12  -0.08
H 2.48 1.72 1.88  -0.08
H 3.38 -0.61 1.07  -0.09


Record 8
Here is the ion C4H10N3 with charge +1 at a distorted geometry from OMol25. Energies are from ωB97M-V/def2-TZVPD.

Energy = -8770.0807 eV
Orbital gap = 10.79 eV
SMILES string = C[C@H]1N2CNC[N@H+]12
Charge = +1
LUMO = -0.1452 hartree

Each line ends with the Mulliken charge.
CARTESIAN COORDINATES (ANGSTROEM)
C -2.16 -0.19 0.16  -1.41
C -0.70 -0.17 0.27  0.65
N 0.06 -0.85 -0.64  -0.28
C 1.34 -1.23 -0.15  -0.33
N 1.91 -0.03 0.50  -0.36
C 1.49 1.07 -0.23  -0.49
N 0.08 0.61 -0.61  -0.07
H -2.40 -0.28 -0.96  0.31
H -2.69 0.62 0.68  0.34
H -2.56 -1.04 0.76  0.34
H -0.36 -0.13 1.37  0.24
H 1.89 -1.58 -1.05  0.28
H 1.24 -2.22 0.47  0.34
H 1.68 0.14 1.48  0.34
H 1.47 1.97 0.33  0.36
H 2.12 1.34 -1.07  0.30
H -0.15 1.36 -1.60  0.43


Record 9
Here is a cluster of 2 separate species, C4H10N3 in total at a distorted geometry from OMol25. Energies are from ωB97M-V/def2-TZVPD.

Energy = -8772.9780 eV
Orbital gap = 10.67 eV
Charge = +1
LUMO = -0.1316 hartree

Each line ends with the Mulliken charge.
CARTESIAN COORDINATES (ANGSTROEM)
C -1.62 -1.06 0.15  -0.50
C -1.45 -0.08 1.07  -0.22
C -0.92 -0.61 -1.00  -0.20
C 0.28 1.52 -1.60  -0.77
N -0.48 0.65 -0.75  0.28
N 2.09 -0.91 1.29  -0.71
N -0.76 0.93 0.50  -0.13
H -2.26 -1.88 0.09  0.45
H -1.71 -0.11 2.16  0.40
H -0.64 -1.22 -1.80  0.44
H 1.03 2.06 -1.01  0.34
H 0.75 0.88 -2.28  0.33
H -0.39 2.15 -2.16  0.34
H 2.22 -1.74 0.64  0.24
H 2.92 -0.99 1.78  0.26
H -0.50 1.77 1.00  0.24
H 1.42 -1.36 1.94  0.23


Record 10
Here is a structure of composition C4H10N3 at a distorted geometry from OMol25. Energies are from ωB97M-V/def2-TZVPD.

Energy = -8769.9010 eV
Orbital gap = 8.89 eV
Charge = +1
LUMO = -0.1391 hartree

Each line ends with the Mulliken charge.
CARTESIAN COORDINATES (ANGSTROEM)
C -0.49 1.79 0.29  -0.10
C 0.81 1.24 -0.36  -1.10
C 0.74 -0.17 -0.31  -0.11
C -1.83 -1.21 -0.28  -0.77
N -1.31 0.91 0.64  -0.59
N -0.98 -0.32 0.46  0.19
N 1.54 -0.80 0.71  -0.24
H -0.71 2.86 0.50  0.45
H 0.68 1.63 -1.42  0.28
H 1.65 1.82 -0.07  0.53
H 0.75 -0.83 -1.19  0.50
H -1.28 -2.03 -0.54  0.36
H -2.88 -1.33 0.21  0.29
H -2.28 -0.79 -1.30  0.29
H 1.38 -1.77 0.79  0.33
H 1.68 -0.06 1.41  0.35
H 2.52 -0.94 0.46  0.33


Record 11
Here is a cluster of 2 separate species, C4H10N3 in total at a distorted geometry from OMol25. Energies are from ωB97M-V/def2-TZVPD.

Energy = -8768.7554 eV
2S+1 = 3
Orbital gap (spin up / spin down) = 8.43 / 6.46 eV
Charge = +1
LUMO (spin up / spin down) = -0.1245 / -0.2527 hartree
<S²> = 2.021

Each line ends with the Mulliken charge.
CARTESIAN COORDINATES (ANGSTROEM)
C -1.45 -0.95 -0.54  -0.69
C -2.50 -0.37 0.13  0.23
C 1.33 0.02 -0.08  0.77
C 2.68 0.64 -0.07  -1.15
N 0.33 0.54 -0.69  -0.55
N 1.09 -1.05 0.67  -0.34
N -2.70 0.91 0.65  -0.26
H -1.23 -1.83 -1.24  0.45
H -3.34 -1.10 0.24  0.33
H 2.69 1.25 -0.88  0.35
H 3.33 -0.26 -0.06  0.36
H 2.85 1.31 0.76  0.29
H 0.45 1.27 -1.50  0.20
H 0.28 -1.68 0.28  0.19
H 1.81 -1.47 1.20  0.23
H -3.65 1.13 0.76  0.30
H -1.97 1.60 0.37  0.31


Record 12
Here is a cluster of 2 separate species, C4H10N3O in total at a distorted geometry from OMol25. Energies are from ωB97M-V/def2-TZVPD.

Energy = -10816.8987 eV
Orbital gap (spin up / spin down) = 8.04 / 8.04 eV
Charge = +1
LUMO (spin up / spin down) = -0.1670 / -0.1669 hartree

Each line ends with the Mulliken charge.
CARTESIAN COORDINATES (ANGSTROEM)
C 1.96 0.37 -0.02  0.82
C -0.75 -0.94 0.95  -0.56
C -1.37 0.68 -0.59  -0.52
C 2.33 -0.68 -0.93  -0.97
N -1.18 -0.72 -0.50  -0.34
N -0.06 0.20 1.36  -0.59
N -0.91 1.19 0.71  -0.01
O 2.21 1.43 0.42  -0.26
H -1.71 -1.11 1.58  0.31
H -0.27 -1.87 1.26  0.34
H -0.88 1.06 -1.39  0.32
H -2.42 1.01 -0.67  0.38
H 1.42 -1.18 -1.35  0.29
H 2.87 -1.41 -0.35  0.33
H 2.90 -0.32 -1.72  0.39
H -2.00 -1.25 -0.67  0.30
H -0.36 2.14 0.55  0.37
H -1.78 1.40 1.36  0.40